w.
The following is a quantum chemistry calculation of a structure of composition C5H13NSi, from the Open Molecules 2025 dataset.

```
20
Properties=species:S:1:pos:R:3:lowdin_charge:R:1
C -2.027 -0.065 -0.414 -0.25
C -1.510 -1.114 0.619 -0.30
C -0.848 0.617 -1.087 -0.22
C 1.456 -1.415 -0.561 -0.20
C 1.700 1.757 0.519 -0.15
N -0.429 -0.536 1.342 -0.12
Si 0.615 0.140 0.112 0.60
H -2.692 -0.520 -1.083 0.07
H -2.697 0.654 0.167 0.12
H -2.332 -1.579 1.241 0.14
H -1.047 -1.873 0.124 0.05
H -0.925 0.439 -2.110 0.05
H -1.079 1.651 -1.036 0.05
H 1.528 -2.092 0.346 0.04
H 0.787 -1.946 -1.205 0.00
H 2.572 -1.413 -0.996 0.07
H 2.487 1.586 1.254 0.02
H 2.319 2.053 -0.289 0.00
H 0.986 2.471 0.840 0.00
H -0.649 0.099 2.018 0.03
```

## Properties
Charge ... 0
Kohn-Sham gap ... 0.368 hartree
LUMO energy ... 0.95 eV
Multiplicity ... 1
Molar mass ... 115.252 g/mol

---

x.
The following is a quantum chemistry calculation of a cluster of 2 separate species, C5H13NSi in total, from the Open Molecules 2025 dataset.

```
20
Properties=species:S:1:pos:R:3:lowdin_charge:R:1
C -3.151 -3.686 -0.948 -0.09
C -2.603 -2.478 -1.224 -0.30
Si -2.407 -1.327 0.238 0.53
N -0.765 -1.068 0.827 -0.12
H -3.457 -4.405 -1.662 0.04
H -3.212 -3.936 0.100 0.02
H -2.740 -2.207 -2.268 0.04
H -3.179 -1.935 1.310 -0.04
H -3.083 -0.079 -0.249 -0.05
H 0.100 -1.090 0.267 0.02
H -0.583 -1.095 1.755 -0.04
C 2.067 1.549 -0.071 -0.03
C 3.049 2.149 0.621 -0.23
C 3.233 3.572 0.167 -0.14
H 1.773 0.497 0.152 0.04
H 1.716 2.014 -0.985 0.05
H 3.395 1.801 1.578 0.09
H 3.096 4.082 1.159 0.09
H 4.268 3.846 -0.249 0.10
H 2.482 3.795 -0.520 0.03
```

## Properties
SMILES ... C=C[SiH2]N.C=CC
Charge ... 0
Kohn-Sham gap ... 0.381 hartree
LUMO energy ... 0.91 eV
Multiplicity ... 1
Molar mass ... 115.252 g/mol

---

y.
The following is a quantum chemistry calculation of a structure of composition C5H13NSi, from the Open Molecules 2025 dataset.

```
20
Properties=species:S:1:pos:R:3:lowdin_charge:R:1
C 3.186 0.047 0.174 -0.01
C 1.918 -0.438 0.608 -0.22
C -2.147 0.586 -0.409 -0.12
C -1.287 -1.580 0.546 -0.17
C 0.524 2.414 0.823 -0.18
N -1.055 -0.177 0.298 -0.36
Si 0.470 0.662 0.505 0.64
H 4.126 -0.501 0.288 0.05
H 3.405 1.052 -0.055 0.02
H 1.807 -1.427 0.923 0.01
H -2.537 1.473 0.202 0.09
H -1.659 1.122 -1.237 0.06
H -2.852 -0.193 -0.454 0.05
H -0.271 -2.083 0.617 0.08
H -1.808 -1.842 1.408 0.05
H -1.903 -1.941 -0.381 0.09
H 1.417 2.800 0.520 -0.10
H -0.438 -1.086 -2.286 0.03
H -0.317 2.959 0.508 -0.07
H -0.581 -1.846 -2.600 0.05
```

## Properties
Charge ... 0
Kohn-Sham gap (spin up / spin down) ... 0.287 / 0.287 hartree
LUMO energy (spin up / spin down) ... 0.24 / 0.24 eV
Multiplicity ... 1
Molar mass ... 115.252 g/mol

---

Energetically preferred structure: w | next structure: +182.8 kJ/mol

---

w.
The following is a quantum chemistry calculation of the molecule C3H6ClNO, from the Open Molecules 2025 dataset.

```
12
Properties=species:S:1:pos:R:3:lowdin_charge:R:1
H -2.661 1.682 -0.251 0.08
N -1.645 1.582 -0.133 0.09
C -1.316 0.407 0.020 -0.78
Cl -2.415 -0.925 0.058 0.66
C 0.276 -0.014 0.315 -0.31
C 1.390 -1.187 -0.293 0.04
O 1.057 1.106 0.123 -0.08
H 0.048 -0.069 1.442 0.14
H 2.258 -0.611 -0.292 0.04
H 1.209 -1.687 -1.171 0.03
H 1.436 -1.971 0.392 0.04
H 0.363 1.687 -0.210 0.05
```

## Properties
SMILES ... [H]/N=C(\Cl)[C@@H](C)O
Charge ... 0
Kohn-Sham gap ... 0.398 hartree
LUMO energy ... 0.78 eV
Multiplicity ... 1
Molar mass ... 107.540 g/mol

---

x.
The following is a quantum chemistry calculation of a structure of composition C3H6ClNO, from the Open Molecules 2025 dataset.

```
12
Properties=species:S:1:pos:R:3:lowdin_charge:R:1
C -0.386 1.625 0.046 -0.19
C -0.466 0.265 -0.266 -0.79
C 0.636 -0.304 0.723 -0.16
H 0.555 2.161 -0.227 0.12
H -0.558 1.957 1.031 0.07
H -1.088 2.116 -0.623 0.09
H -0.306 0.171 -1.277 0.06
H 0.162 -0.073 1.962 0.20
H 3.422 -0.175 -0.375 0.14
N 1.951 -0.397 0.619 -0.04
O 2.465 -0.336 -0.755 -0.12
Cl -2.015 -0.600 -0.106 0.61
```

## Properties
Charge ... 0
Kohn-Sham gap ... 0.403 hartree
LUMO energy ... 0.81 eV
Multiplicity ... 1
Molar mass ... 107.540 g/mol

---

Energetically preferred structure: w | next structure: +171.0 kJ/mol

---

w.
The following is a quantum chemistry calculation of the molecule C6H12O2, from the Open Molecules 2025 dataset.

```
20
Properties=species:S:1:pos:R:3:lowdin_charge:R:1
C 2.427 0.126 1.100 -0.16
C 1.750 0.893 0.006 -0.28
C 0.704 0.077 -0.807 -0.18
C -0.219 -0.820 0.127 -0.16
C -1.637 -0.142 0.425 -0.09
C -2.365 -0.069 -0.852 -0.55
O -2.101 0.086 -2.050 0.07
O -3.623 -0.361 -0.600 0.11
H 1.656 -0.126 1.932 0.09
H 3.176 0.756 1.510 0.05
H 2.944 -0.870 0.736 0.12
H 2.497 1.042 -0.806 0.11
H 1.367 1.784 0.525 0.11
H -0.060 0.662 -1.126 0.03
H 1.252 -0.537 -1.657 0.16
H -0.412 -1.748 -0.301 0.08
H 0.324 -0.912 1.115 0.08
H -1.431 0.958 0.874 0.18
H -2.181 -0.509 1.308 0.12
H -4.067 -0.289 -1.458 0.13
```

## Properties
SMILES ... CCCCCC(=O)O
Charge ... 0
Kohn-Sham gap ... 0.409 hartree
LUMO energy ... 0.81 eV
Multiplicity ... 1
Molar mass ... 116.160 g/mol

---

x.
The following is a quantum chemistry calculation of the molecule C6H12O2, from the Open Molecules 2025 dataset.

```
20
Properties=species:S:1:pos:R:3:lowdin_charge:R:1
C 0.085 -1.637 -0.441 0.12
C 0.664 -0.476 -0.092 -0.30
O 2.060 -0.433 -0.246 -0.15
C 2.450 0.062 -1.524 -0.09
C 0.145 0.736 0.629 -0.33
O 0.413 0.651 2.016 -0.01
C -1.405 0.974 0.409 -0.18
C -2.427 -0.098 0.750 -0.12
H 0.669 -2.486 -0.781 0.08
H -0.961 -1.894 -0.363 0.05
H 2.247 1.133 -1.620 0.09
H 3.525 -0.088 -1.652 0.09
H 1.946 -0.489 -2.326 0.09
H 0.628 1.649 0.264 0.14
H 1.325 0.313 2.090 0.11
H -1.651 1.833 1.049 0.11
H -1.571 1.329 -0.614 0.11
H -2.585 -0.765 -0.102 0.05
H -2.150 -0.673 1.636 0.08
H -3.408 0.359 0.919 0.07
```

## Properties
SMILES ... C=C(OC)[C@H](O)CC
Charge ... 0
Kohn-Sham gap ... 0.388 hartree
LUMO energy ... 0.92 eV
Multiplicity ... 1
Molar mass ... 116.160 g/mol

---

y.
The following is a quantum chemistry calculation of a cluster of 2 separate species, C6H12O2 in total, from the Open Molecules 2025 dataset.

```
20
Properties=species:S:1:pos:R:3:lowdin_charge:R:1
C 1.684 2.085 5.694 -0.03
C 0.671 2.483 6.763 -0.51
C -0.468 3.413 6.421 -0.03
O 0.721 2.001 7.864 0.07
H 2.318 2.934 5.385 0.08
H 1.305 1.582 4.789 0.09
H 2.305 1.371 6.261 0.08
H -0.749 4.049 7.277 0.09
H -1.368 2.882 6.067 0.09
H -0.098 4.060 5.608 0.08
C -0.838 -6.220 1.215 -0.02
C -0.408 -5.546 -0.138 -0.44
C -0.369 -4.041 -0.110 -0.04
O 0.051 -6.157 -1.121 0.03
H -0.646 -5.484 2.013 0.07
H -0.256 -7.132 1.431 0.08
H -1.911 -6.477 1.223 0.08
H -0.796 -3.683 0.842 0.07
H -0.944 -3.598 -0.942 0.09
H 0.675 -3.694 -0.181 0.10
```

## Properties
SMILES ... CC(C)=O.CC(C)=O
Charge ... 0
Kohn-Sham gap ... 0.388 hartree
LUMO energy ... 0.83 eV
Multiplicity ... 1
Molar mass ... 116.160 g/mol

---

Energetically preferred structure: y | next structure: +59.8 kJ/mol

---

w.
The following is a quantum chemistry calculation of the molecule C3H2N2O3, from the Open Molecules 2025 dataset.

```
10
Properties=species:S:1:pos:R:3:lowdin_charge:R:1
O -0.704 0.051 2.067 0.08
C -0.099 0.094 0.989 -0.31
N 1.321 -0.285 0.868 0.16
C 1.551 -0.672 -0.352 -0.08
O 0.585 -0.773 -1.410 -0.07
N -0.444 -0.179 -1.543 0.05
C -0.862 0.359 -0.394 -0.18
O -1.738 1.459 -0.249 0.03
H 2.583 -1.241 -0.598 0.19
H -2.192 1.187 0.622 0.14
```

## Properties
SMILES ... O=c1nconc1O
Charge ... 0
Kohn-Sham gap ... 0.353 hartree
LUMO energy ... -0.27 eV
Multiplicity ... 1
Molar mass ... 114.060 g/mol

---

x.
The following is a quantum chemistry calculation of the molecule C3H2N2O3, from the Open Molecules 2025 dataset.

```
10
Properties=species:S:1:pos:R:3:lowdin_charge:R:1
O 2.945 -0.084 -0.182 0.13
C 1.914 -0.405 0.304 -0.21
N 0.625 -0.075 -0.291 -0.07
N 0.224 1.169 -0.049 0.09
C -1.009 1.276 0.138 0.01
C -1.622 -0.149 0.013 -0.36
O -2.733 -0.591 -0.058 0.13
O -0.460 -0.972 0.004 0.06
H 1.943 -0.897 1.220 0.12
H -1.598 2.093 0.319 0.09
```

## Properties
SMILES ... O=Cn1ncc(=O)o1
Charge ... 0
Kohn-Sham gap ... 0.383 hartree
LUMO energy ... 0.03 eV
Multiplicity ... 1
Molar mass ... 114.060 g/mol

---

Energetically preferred structure: x | next structure: +121.2 kJ/mol

---

w.
The following is a quantum chemistry calculation of a cluster of 2 separate species, C4H12O2 in total, from the Open Molecules 2025 dataset.

```
18
Properties=species:S:1:pos:R:3:lowdin_charge:R:1
C -2.027 -0.447 -1.136 -0.13
O -0.963 0.322 -1.655 -0.26
C -0.910 0.351 -3.073 -0.13
H -1.973 -0.454 -0.034 0.08
H -2.000 -1.490 -1.495 0.09
H -2.986 0.006 -1.439 0.09
H 0.041 0.825 -3.366 0.09
H -1.742 0.981 -3.431 0.09
H -0.978 -0.634 -3.565 0.09
C 1.015 -0.609 1.317 -0.14
O 1.609 -0.575 2.579 -0.25
C 2.042 0.686 2.995 -0.14
H 0.773 -1.685 1.280 0.10
H 1.691 -0.371 0.478 0.09
H 0.082 -0.034 1.191 0.08
H 2.430 1.308 2.171 0.09
H 2.785 0.679 3.811 0.09
H 1.110 1.142 3.372 0.09
```

## Properties
SMILES ... COC.COC
Charge ... 0
Kohn-Sham gap ... 0.388 hartree
LUMO energy ... 0.96 eV
Multiplicity ... 1
Molar mass ... 92.138 g/mol

---

x.
The following is a quantum chemistry calculation of a cluster of 2 separate species, C4H12O2 in total, from the Open Molecules 2025 dataset.

```
18
Properties=species:S:1:pos:R:3:lowdin_charge:R:1
C 0.529 -0.688 1.972 -0.10
C 0.317 -1.757 0.898 -0.29
O 1.551 -2.480 0.716 -0.10
H 0.942 -1.156 2.867 0.07
H -0.421 -0.218 2.228 0.07
H 1.240 0.044 1.594 0.07
H -0.405 -2.530 1.153 0.11
H 0.095 -1.295 -0.063 0.08
H 2.292 -2.019 1.086 0.06
C -0.454 2.013 -0.624 -0.07
C -1.016 1.233 -1.830 -0.29
O -0.333 -0.027 -1.864 -0.10
H -0.189 1.463 0.272 0.05
H -1.082 2.877 -0.414 0.07
H 0.495 2.353 -1.051 0.07
H -2.089 1.060 -1.744 0.11
H -0.729 1.775 -2.731 0.10
H -0.743 -0.648 -2.467 0.08
```

## Properties
SMILES ... CCO.CCO
Charge ... 0
Kohn-Sham gap ... 0.393 hartree
LUMO energy ... 0.91 eV
Multiplicity ... 1
Molar mass ... 92.138 g/mol

---

Energetically preferred structure: x | next structure: +93.5 kJ/mol

---

w.
The following is a quantum chemistry calculation of a cluster of 2 separate species, C4H12O2 in total, from the Open Molecules 2025 dataset.

```
18
Properties=species:S:1:pos:R:3:lowdin_charge:R:1
C 5.854 -0.734 -1.307 -0.11
O 4.449 -1.056 -1.552 -0.25
C 3.638 0.059 -1.264 -0.15
H 6.167 0.033 -2.035 0.08
H 6.360 -1.682 -1.554 0.09
H 6.174 -0.416 -0.300 0.08
H 2.574 -0.104 -1.504 0.09
H 4.014 0.893 -1.881 0.08
H 3.719 0.343 -0.201 0.08
C -5.007 -0.781 0.974 -0.16
O -4.052 0.230 0.862 -0.23
C -4.490 1.372 1.568 -0.14
H -6.034 -0.455 0.739 0.09
H -5.012 -1.277 1.960 0.09
H -4.688 -1.513 0.214 0.09
H -3.553 1.939 1.693 0.09
H -4.901 1.147 2.566 0.09
H -5.213 2.003 1.024 0.09
```

## Properties
SMILES ... COC.COC
Charge ... 0
Kohn-Sham gap ... 0.400 hartree
LUMO energy ... 1.03 eV
Multiplicity ... 1
Molar mass ... 92.138 g/mol

---

x.
The following is a quantum chemistry calculation of a cluster of 3 separate species, C4H12O2 in total, from the Open Molecules 2025 dataset.

```
18
Properties=species:S:1:pos:R:3:lowdin_charge:R:1
C -0.707 -2.050 1.793 -0.01
C -0.055 -1.023 1.278 -0.20
C -0.046 0.381 1.890 -0.25
C 0.886 1.299 1.091 -0.12
H -0.506 -3.092 1.595 0.05
H -1.475 -1.862 2.534 0.06
H 0.640 -1.086 0.453 0.08
H -1.053 0.789 1.820 0.11
H 0.361 0.285 2.890 0.11
H 0.688 2.351 1.266 0.07
H 1.918 0.988 1.236 0.07
H 0.768 1.168 0.008 0.04
O 1.181 -0.042 -3.098 -0.06
H 1.055 0.657 -2.445 0.02
H 1.075 -0.851 -2.584 0.04
O -1.370 1.018 -1.797 -0.06
H -0.977 0.313 -1.274 0.00
H -1.215 0.774 -2.723 0.04
```

## Properties
SMILES ... C=CCC.O.O
Charge ... 0
Kohn-Sham gap ... 0.386 hartree
LUMO energy ... 0.60 eV
Multiplicity ... 1
Molar mass ... 92.138 g/mol

---

y.
The following is a quantum chemistry calculation of a cluster of 2 separate species, C4H12O2 in total, from the Open Molecules 2025 dataset.

```
18
Properties=species:S:1:pos:R:3:lowdin_charge:R:1
C 5.342 3.399 -0.469 -0.10
C 3.876 3.266 -0.075 -0.33
O 3.120 4.331 -0.660 -0.11
H 5.981 2.682 0.074 0.07
H 5.637 4.422 -0.180 0.07
H 5.516 3.275 -1.552 0.08
H 3.437 2.298 -0.382 0.12
H 3.770 3.350 1.024 0.11
H 3.456 5.180 -0.304 0.09
C -1.470 -4.102 -1.537 -0.09
C -0.124 -3.738 -0.805 -0.32
O 0.545 -4.980 -0.590 -0.10
H -2.072 -3.185 -1.651 0.07
H -2.048 -4.830 -0.943 0.07
H -1.287 -4.529 -2.537 0.07
H 0.425 -3.010 -1.432 0.11
H -0.313 -3.262 0.177 0.11
H 1.395 -4.681 -0.204 0.09
```

## Properties
SMILES ... CCO.CCO
Charge ... 0
Kohn-Sham gap ... 0.414 hartree
LUMO energy ... 0.88 eV
Multiplicity ... 1
Molar mass ... 92.138 g/mol

---

z.
The following is a quantum chemistry calculation of a cluster of 3 separate species, C4H12O2 in total, from the Open Molecules 2025 dataset.

```
18
Properties=species:S:1:pos:R:3:lowdin_charge:R:1
C 0.366 0.822 0.294 -0.03
C -0.164 -0.406 0.148 -0.40
C -0.178 -1.363 -0.979 -0.06
C -0.761 -1.029 1.390 -0.06
H 0.452 1.242 1.280 0.07
H 0.927 1.622 -0.239 0.10
H 0.768 -1.469 -1.467 0.07
H -0.755 -1.017 -1.849 0.09
H -0.713 -2.292 -0.738 0.09
H -0.762 -0.305 2.155 0.05
H -0.113 -1.855 1.549 0.07
H -1.856 -1.354 1.218 0.12
O 2.898 0.131 -0.909 -0.12
H 3.659 -0.389 -0.662 0.02
H 2.127 -0.071 -0.208 0.06
O -1.992 2.897 -0.206 -0.06
H -2.669 2.480 -0.760 0.04
H -1.235 2.355 -0.016 -0.03
```

## Properties
SMILES ... C=C(C)C.O.O
Charge ... 0
Kohn-Sham gap ... 0.386 hartree
LUMO energy ... 0.68 eV
Multiplicity ... 1
Molar mass ... 92.138 g/mol

---

Energetically preferred structure: y | next structure: +20.6 kJ/mol